Molecular formula: C15H15F4IN3Ti
Method: DFT, ωB97M-V/def2-TZVPD

Calculated values
Spin multiplicity   2
DFT total energy   -2290.896802 a.u.
Net charge   +2
Frontier orbital gap (spin up / spin down)   7.174 / 7.436 eV
Molar mass   488.1 g/mol

Atoms and positions in Å:
Ti1 0.656 -0.162 -0.024
C1 1.662 -2.499 1.647
N1 1.234 -2.214 0.256
C2 2.350 -2.456 -0.693
C3 0.014 -3.000 -0.121
C4 -1.244 -2.276 0.333
N2 -1.085 -0.866 -0.062
C5 -2.034 -0.224 -0.865
C6 -1.539 0.683 -1.793
F1 -0.128 0.779 -1.801
C7 -2.312 1.417 -2.659
F2 -1.743 2.251 -3.513
C8 -3.685 1.244 -2.609
C9 -4.215 0.351 -1.695
F3 -5.520 0.173 -1.632
C10 -3.413 -0.378 -0.820
F4 -3.959 -1.200 0.070
H1 1.826 -3.571 1.778
H2 0.890 -2.181 2.349
H3 2.595 -1.977 1.862
H4 2.663 -3.503 -0.677
H5 3.209 -1.841 -0.414
H6 2.035 -2.217 -1.712
H7 0.086 -4.011 0.288
H8 0.007 -3.073 -1.210
H9 -1.398 -2.350 1.412
H10 -2.111 -2.731 -0.144
H11 -4.334 1.797 -3.275
I1 0.227 5.850 0.576
C11 1.138 4.058 1.067
C12 2.312 4.012 1.818
C13 2.889 2.788 2.130
C14 2.272 1.640 1.684
N3 1.144 1.673 0.950
C15 0.586 2.860 0.646
H12 2.773 4.931 2.157
H13 3.796 2.731 2.714
H14 2.680 0.660 1.922
H15 -0.324 2.834 0.058

Results of the Löwdin charge analysis, in e, for atoms 1 through 8: Ti 1.2956; C -0.0313; N -0.3874; C -0.0392; C -0.1394; C -0.1484; N -0.1087; C -0.1509